C36H40BiCl4O7P2S as an isolated structure. Source: OMol25; level of theory: ωB97M-V/def2-TZVPD.

Calculated values
Kohn-Sham gap: 0.2571 Ha
HOMO: -4.7 eV
Max |F|: 0.75 eV/A
Multiplicity: 1
Charge: -1

Structure (XYZ):
```
91
C36H40BiCl4O7P2S | OMol25 | ωB97M-V/def2-TZVPD
Bi 1.1706 1.3302 -0.3595
C -4.2768 0.5948 5.0432
C -3.0174 0.7974 5.5917
C -1.9021 0.9226 4.7732
C -2.0327 0.8432 3.3887
C -3.3091 0.6548 2.8471
C -4.4220 0.5218 3.6639
P -0.7061 1.1471 2.1529
C 0.6080 1.9546 3.1588
C 1.3844 1.2740 4.0971
C 2.3529 1.9484 4.8234
C 2.5613 3.3065 4.6146
C 1.8030 3.9885 3.6786
C 0.8330 3.3126 2.9511
C 0.0931 -0.4873 1.9087
C -0.1643 -1.6230 2.6700
C 0.5330 -2.7978 2.4127
C 1.5081 -2.8295 1.4250
C 1.7709 -1.6956 0.6662
C 1.0485 -0.5283 0.8790
H -5.1439 0.5167 5.6874
H -2.9063 0.8761 6.6669
H -0.9301 1.0941 5.2173
H -3.4130 0.6260 1.7666
H -5.4038 0.3844 3.2263
H 1.2421 0.2096 4.2428
H 2.9585 1.4127 5.5447
H 3.3331 3.8278 5.1684
H 1.9815 5.0418 3.5002
H 0.2447 3.8390 2.2053
H -0.9021 -1.5896 3.4647
H 0.3132 -3.6896 2.9881
H 2.0613 -3.7418 1.2330
H 2.5374 -1.7237 -0.1003
Cl 7.8275 1.7762 -2.4096
C 6.4201 1.7765 -1.4028
C 6.5004 2.1765 -0.0790
Cl 8.0233 2.6428 0.5992
C 5.3420 2.2037 0.7098
Cl 5.4070 2.7577 2.3490
C 4.1017 1.8154 0.2054
O 2.9874 1.8760 0.8992
C 4.0399 1.3529 -1.1359
O 2.8699 0.9547 -1.6237
C 5.1833 1.3666 -1.9211
Cl 5.0353 0.8700 -3.5737
C -3.6855 -2.2131 -2.0474
C -2.6961 -2.1718 -0.8856
C -2.0629 -3.5466 -0.6994
C -3.4338 -1.7589 0.3833
O -1.5941 -1.2460 -1.0477
P -1.3192 -0.1352 -2.1681
O -1.8658 -0.4585 -3.4970
O 0.1832 0.1419 -2.0922
O -2.0749 1.1038 -1.4338
C -2.5732 2.3237 -2.0460
C -2.1091 2.5235 -3.4876
C -2.0773 3.4848 -1.1889
C -4.0950 2.2472 -1.9783
H -4.4806 -2.9178 -1.7905
H -3.2019 -2.5237 -2.9708
H -4.1247 -1.2298 -2.2201
H -2.8278 -4.2723 -0.4158
H -1.3022 -3.4975 0.0840
H -1.5858 -3.8683 -1.6262
H -4.1339 -2.5394 0.6884
H -3.9901 -0.8346 0.2062
H -2.7184 -1.5886 1.1902
H -1.0199 2.4466 -3.5413
H -2.4192 3.5111 -3.8332
H -2.5222 1.7551 -4.1376
H -1.0289 3.7058 -1.3997
H -2.1764 3.2316 -0.1321
H -2.6718 4.3772 -1.3977
H -4.4315 1.3019 -2.4103
H -4.5480 3.0714 -2.5336
H -4.4296 2.2982 -0.9385
O 3.7418 -3.1586 -2.1543
S 2.7664 -2.1705 -2.7274
C 2.9072 -2.3512 -4.5401
C 2.2648 -3.6941 -4.8406
C 0.9097 -3.6421 -4.1409
C 1.1564 -3.0548 -2.7468
H 3.9637 -2.2901 -4.7958
H 2.3626 -1.5139 -4.9884
H 2.8813 -4.4799 -4.3968
H 2.1696 -3.8930 -5.9103
H 0.4552 -4.6331 -4.0826
H 0.2314 -2.9904 -4.6959
H 1.2544 -3.8075 -1.9664
H 0.4052 -2.3295 -2.4607
```